Model a:
{
  "formula": "C3H5NOS2",
  "method": "wB97M-V/def2-TZVPD",
  "homo_lumo_gap_ev": 9.47,
  "homo_ev": -9.59,
  "species": ["C", "C", "C", "H", "H", "H", "H", "H", "N", "O", "S", "S"],
  "positions_angstrom": [[-0.46, -0.53, 1.25], [-1.32, -1.48, 0.44], [0.06, 0.19, -0.93], [1.91, 0.69, 1.44], [0.56, -0.84, 1.51], [-1.05, 0.07, 2.08], [-1.65, -2.26, 1.03], [-2.30, -1.07, 0.01], [-0.34, 0.66, 0.30], [0.93, 0.71, -1.63], [0.83, 1.89, 1.16], [-0.35, -1.63, -1.14]]
}

---

Model b:
{
  "formula": "C3H5NOS2",
  "method": "wB97M-V/def2-TZVPD",
  "homo_lumo_gap_ev": 9.11,
  "homo_ev": -8.71,
  "species": ["C", "C", "C", "H", "H", "H", "H", "H", "N", "O", "S", "S"],
  "positions_angstrom": [[-3.15, -1.19, 0.05], [-0.30, 1.24, 0.54], [1.72, 0.28, -0.20], [-3.65, -1.88, 0.71], [-3.54, -1.08, -0.94], [-0.80, 1.27, 1.53], [0.07, 2.27, 0.21], [1.48, 0.83, -1.14], [-2.15, -0.56, 0.51], [0.79, 0.34, 0.71], [-1.41, 0.54, -0.64], [3.01, -0.67, -0.11]]
}

---

Most favorable first, least favorable last: model b, model a

---

Model a:
{
  "formula": "C3H5NOS2",
  "method": "wB97M-V/def2-TZVPD",
  "homo_lumo_gap_ev": 8.40,
  "homo_ev": -8.76,
  "species": ["C", "C", "C", "H", "H", "H", "H", "H", "N", "O", "S", "S"],
  "positions_angstrom": [[-0.47, -0.43, -0.16], [0.72, -1.23, 0.22], [1.13, 1.10, -0.21], [-2.52, 1.31, 0.57], [0.46, -2.43, -0.02], [0.78, -1.28, 1.39], [1.32, 1.97, -0.85], [1.64, 1.47, 0.78], [-1.64, -0.99, -0.24], [-0.28, 0.99, -0.05], [-3.10, -0.07, -0.62], [1.95, -0.41, -0.82]]
}

---

Model b:
{
  "formula": "C3H5NOS2",
  "method": "wB97M-V/def2-TZVPD",
  "homo_lumo_gap_ev": 9.69,
  "homo_ev": -9.33,
  "species": ["C", "C", "C", "N", "O", "S", "S", "H", "H", "H", "H", "H"],
  "positions_angstrom": [[-0.55, -0.42, -0.09], [1.21, 1.55, -0.31], [-1.87, -1.08, 0.17], [0.56, -1.11, -0.36], [2.63, -0.51, 0.80], [-0.55, 1.32, 0.19], [1.98, -0.23, -0.48], [1.34, 1.93, -1.26], [1.69, 2.07, 0.43], [-2.62, -0.22, 0.53], [-1.70, -1.65, 1.01], [-2.12, -1.66, -0.63]]
}

---

Most favorable first, least favorable last: model b, model a

---

Model a:
{
  "formula": "C6H12N",
  "method": "wB97M-V/def2-TZVPD",
  "charge": 1,
  "homo_lumo_gap_ev": 10.44,
  "homo_ev": -14.89,
  "species": ["C", "C", "C", "C", "C", "C", "N", "H", "H", "H", "H", "H", "H", "H", "H", "H", "H", "H", "H"],
  "positions_angstrom": [[3.00, -1.17, -0.97], [1.82, -1.27, -0.86], [-0.09, 1.27, -0.76], [-1.77, -0.08, 0.19], [0.52, 0.06, 1.33], [0.39, -1.38, -0.82], [-0.30, 0.14, 0.16], [4.02, -1.33, -0.89], [-0.13, 2.37, -0.36], [0.95, 1.25, -1.35], [-0.72, 1.29, -1.62], [-2.20, 0.16, -0.80], [-2.05, -1.12, 0.46], [-2.02, 0.42, 1.06], [0.24, -0.76, 1.86], [1.55, 0.07, 1.24], [0.36, 0.83, 2.21], [-0.14, -2.07, -0.25], [-0.29, -1.27, -1.78]]
}

---

Model b:
{
  "formula": "C6H12N",
  "method": "wB97M-V/def2-TZVPD",
  "charge": 1,
  "homo_lumo_gap_ev": 13.00,
  "homo_ev": -15.66,
  "species": ["C", "C", "C", "C", "C", "C", "N", "H", "H", "H", "H", "H", "H", "H", "H", "H", "H", "H", "H"],
  "positions_angstrom": [[-0.73, -1.38, 0.82], [0.02, -0.56, -1.46], [0.39, -1.39, -0.27], [-0.36, 0.16, 0.84], [-1.48, 1.05, 0.54], [1.76, 0.85, -0.23], [0.55, 0.08, -0.27], [-1.82, -1.59, 0.45], [-0.49, -1.99, 1.65], [0.76, -0.44, -2.27], [-0.97, -0.24, -1.77], [1.15, -2.07, -0.33], [0.27, 0.40, 1.81], [-1.88, 0.77, -0.43], [-1.23, 2.07, 0.37], [-2.21, 1.04, 1.30], [2.22, 0.71, 0.71], [2.40, 0.50, -0.98], [1.65, 2.03, -0.48]]
}

---

Most favorable first, least favorable last: model b, model a